C29H30F5IrO5S as an isolated structure at a distorted geometry, computed with ωB97M-V/def2-TZVPD.

## Properties
* max |F|: 9.7 eV/A
* orbital gap (spin up / spin down): 1.29 / 2.95 eV
* E_HOMO (spin up / spin down): 2.287 / 0.572 eV
* spin multiplicity: 5
* energy relative to the best compared isomer or geometry (same formula, charge and spin): 77.8 kcal/mol
* total charge: -2

Last column: Mulliken spin population.
CARTESIAN COORDINATES (ANGSTROEM)
C 0.434 -0.658 -4.289  -0.08
C 0.233 -1.343 -2.904  0.01
C 0.029 0.820 -4.122  0.13
C -0.810 0.956 -2.815  0.04
H -0.560 1.167 -4.981  0.01
H 0.943 1.424 -4.042  0.00
C -0.892 -0.560 -2.234  0.13
H 1.184 -1.280 -2.347  0.00
H -0.008 -2.405 -3.080  0.00
C -1.217 -1.015 -0.781  -0.09
H -1.802 -0.928 -2.738  0.01
H -1.869 1.176 -3.069  -0.01
C -0.273 2.082 -2.024  0.69
C 1.849 -0.831 -4.805  0.01
C -0.341 -1.261 -5.460  -0.01
O -0.882 -0.606 -6.347  -0.02
O 2.829 -0.878 -4.075  0.00
O 1.920 -0.929 -6.143  -0.01
O -0.363 -2.599 -5.446  -0.01
C -0.927 -3.160 -6.637  0.03
H -0.817 -4.233 -6.514  0.00
H -0.381 -2.806 -7.517  0.00
H -1.980 -2.878 -6.725  0.00
C 3.238 -1.146 -6.650  0.01
H 3.925 -0.356 -6.320  0.00
H 3.131 -1.135 -7.735  0.00
H 3.623 -2.119 -6.315  0.00
O -0.558 -0.355 0.330  -0.11
H -0.991 -2.109 -0.680  0.01
H -2.318 -0.931 -0.649  -0.01
C -1.233 2.763 -1.123  -0.06
C 1.171 2.030 -1.653  -0.01
H 1.770 2.767 -2.230  0.03
H 1.625 1.027 -1.807  0.01
H 1.286 2.260 -0.578  0.02
H -0.813 2.880 -0.111  0.03
H -2.171 2.187 -1.002  0.01
H -1.481 3.767 -1.510  0.04
Ir -0.339 0.012 2.154  2.04
C -2.295 -0.186 3.829  0.25
C -2.441 -0.160 2.382  -0.17
C -2.024 -1.482 1.927  0.22
H -2.995 0.558 1.786  -0.01
C -1.434 -2.171 3.015  0.21
C -1.662 -1.397 4.183  0.01
H -1.467 -1.743 5.187  0.02
H -2.636 0.604 4.482  0.03
H -2.308 -1.966 1.007  -0.06
H -0.983 -3.155 2.926  -0.01
C 2.209 0.552 2.700  0.18
C 2.098 -0.526 3.608  -0.07
C 1.528 -1.640 2.960  0.22
H 2.484 -0.522 4.616  0.00
C 1.331 -1.297 1.581  0.23
C 1.719 0.102 1.418  -0.08
H 1.926 0.568 0.463  -0.01
H 2.595 1.544 2.893  0.04
H 1.357 -2.619 3.389  0.01
H 1.173 -1.994 0.767  -0.02
F -0.558 2.557 9.413  0.00
C -0.463 2.368 8.082  0.00
C -0.691 3.423 7.201  0.02
F -0.992 4.647 7.686  0.00
C -0.604 3.206 5.828  -0.05
F -0.821 4.254 4.999  -0.02
C -0.302 1.950 5.254  0.09
S -0.241 1.889 3.450  0.11
C -0.030 0.932 6.184  0.03
F 0.381 -0.305 5.777  -0.01
C -0.125 1.119 7.563  0.00
F 0.108 0.092 8.412  0.00